Record 1
31
Properties=species:S:1:pos:R:3:lowdin_charge:R:1 method="wB97M-V/def2-TZVPD" e_above_lowest_kcal_mol=26.67 homo_lumo_gap_ev=7.41 lumo_energy_ev=-0.962 e_tot_ev=-163186.72687 homo_ev=-8.373
Zr 0.100 0.213 0.200 1.09
F 0.518 2.170 2.599 0.12
C 1.339 1.592 3.471 -0.66
F 0.959 1.900 4.696 0.17
F 2.578 1.996 3.266 0.17
S 1.194 -0.287 3.299 0.72
O 0.107 -0.390 2.266 -0.50
O 0.919 -0.767 4.600 -0.20
N 2.568 -0.801 2.685 -0.26
S 2.675 -0.572 1.129 0.66
O 2.174 0.798 0.772 -0.48
O 2.008 -1.536 0.292 -0.36
C 4.495 -0.624 0.814 -0.68
F 5.150 0.023 1.757 0.18
F 4.859 -1.891 0.779 0.19
F 4.689 -0.048 -0.360 0.18
S 0.843 0.420 -2.173 0.08
S -1.133 -0.158 -2.345 -0.01
S -1.122 -2.181 -1.995 0.00
S -0.982 -2.097 0.069 0.03
Cl -3.271 0.325 0.929 0.68
C -2.654 1.862 0.386 -0.70
C -1.298 1.957 0.096 -0.40
C -0.829 3.214 -0.255 -0.69
Cl 0.889 3.417 -0.491 0.68
C -1.652 4.330 -0.359 -0.70
Cl -1.001 5.864 -0.799 0.69
C -3.010 4.184 -0.096 -0.69
Cl -4.060 5.540 -0.224 0.70
C -3.519 2.944 0.291 -0.70
Cl -5.192 2.768 0.660 0.69

---

Record 2
18
Properties=species:S:1:pos:R:3:lowdin_charge:R:1 method="wB97M-V/def2-TZVPD" e_above_lowest_kcal_mol=220.58 homo_lumo_gap_ev=9.85 lumo_energy_ev=0.672 e_tot_ev=-8448.70403 homo_ev=-9.178
C -0.852 -0.150 3.162 -0.14
C -0.151 -0.038 1.899 -0.13
C -0.068 0.054 0.653 0.00
C 0.829 0.076 -0.603 -0.42
C 0.526 -1.151 -1.386 -0.18
C -0.107 -2.145 -0.732 -0.01
C 0.588 1.201 -1.462 -0.27
C -0.464 2.106 -1.661 -0.07
H -1.944 0.248 3.106 0.08
H -0.982 -0.978 3.939 0.08
H -0.322 1.085 3.687 0.18
H 2.074 0.119 -0.436 0.20
H 0.559 -1.367 -2.503 0.13
H -0.423 -3.135 -1.387 0.11
H -0.235 -2.233 0.297 0.02
H 1.709 1.310 -2.219 0.19
H -0.560 2.798 -2.692 0.08
H -1.686 2.430 -1.018 0.16

---

Record 3
18
Properties=species:S:1:pos:R:3:lowdin_charge:R:1 method="wB97M-V/def2-TZVPD" e_above_lowest_kcal_mol=184.78 homo_lumo_gap_ev=8.37 lumo_energy_ev=1.017 e_tot_ev=-8450.25643 homo_ev=-7.356
C 0.426 1.868 0.239 -0.01
C 0.735 1.394 1.433 0.06
C -0.475 -1.563 -1.590 0.16
C -0.555 -1.889 -0.365 -0.19
C 0.594 0.407 0.211 -0.44
C -0.606 -0.451 0.098 -0.22
C 1.897 -0.124 -0.269 -0.06
C -1.951 0.140 0.328 -0.05
H 0.124 2.768 -0.193 0.09
H 0.747 1.722 2.433 0.08
H -0.538 -1.052 -2.418 0.01
H -0.530 -2.921 -0.009 0.10
H 1.870 -1.256 -0.326 0.09
H 2.711 0.267 0.355 0.09
H 2.260 0.029 -1.241 0.06
H -2.459 0.629 -0.543 0.11
H -1.723 0.692 1.198 0.06
H -2.526 -0.660 0.660 0.05